The following is a quantum chemistry calculation of a 2-piece molecular cluster, C19H10Cl3F3NO3S overall, from OMol25.

Each line ends with the Mulliken charge.
CARTESIAN COORDINATES (ANGSTROEM)
H  1.33  -3.83  -0.47  0.43
O  2.35  -1.75  2.19  -0.54
Cl  0.55  3.44  2.44  -0.32
F  4.32  -2.19  -0.02  -0.17
C  -3.21  -3.12  0.76  0.46
C  -1.26  -3.18  -0.67  -0.50
H  -2.99  4.22  -2.68  0.35
Cl  1.43  -1.55  -0.96  0.02
C  -2.31  4.73  -0.70  -0.55
H  -1.49  4.72  1.29  0.27
C  3.92  -3.31  0.62  0.66
H  -3.28  5.13  -0.38  0.33
C  -0.99  -2.70  1.67  -0.28
Cl  4.12  2.75  -1.51  -0.24
H  -0.35  -2.40  2.51  0.37
C  -2.37  -2.86  1.84  -0.71
C  2.31  3.44  0.36  -0.45
H  -2.81  -2.76  2.82  0.42
H  3.10  3.30  1.08  0.38
C  2.59  3.30  -0.99  -0.20
C  0.15  3.67  -1.49  0.28
O  1.94  -4.24  2.16  -0.57
F  4.82  -3.62  1.57  -0.20
N  -5.82  -3.14  0.93  -0.51
H  -0.82  -3.31  -1.66  0.39
O  1.45  2.22  -2.83  -0.77
F  3.83  -4.34  -0.25  -0.23
H  -0.87  3.07  -3.29  0.39
H  -3.27  -3.50  -1.35  0.40
C  -4.65  -3.16  0.88  -0.02
C  -0.95  3.63  -2.36  -0.54
C  -1.30  4.54  0.23  -0.63
C  -2.63  -3.30  -0.50  -0.68
C  1.00  3.69  0.81  0.22
C  -2.16  4.21  -1.99  -0.32
C  -0.42  -2.95  0.42  0.46
S  2.26  -3.00  1.48  0.98
C  1.06  -2.91  0.07  -0.17
C  1.44  3.03  -1.90  0.32
C  -0.03  4.06  -0.13  0.48

Computed properties:
Net charge: -1
E_LUMO: 1.484 eV

***

The following is a quantum chemistry calculation of the molecule C7H6N2O2S, from OMol25.

Each line ends with the Mulliken charge.
CARTESIAN COORDINATES (ANGSTROEM)
C  -0.69  1.39  1.71  -1.03
C  -0.27  -0.82  -2.01  -0.42
O  1.30  -1.12  0.73  -0.26
H  -0.16  -1.36  -2.95  0.35
S  1.78  0.41  1.20  0.75
H  0.47  1.27  3.32  0.24
C  -0.70  0.86  0.31  0.23
H  -1.96  -0.99  1.12  0.31
O  2.92  0.20  2.00  -0.60
C  -0.05  0.48  -2.05  -0.56
N  0.02  -1.56  0.48  -0.12
N  0.44  1.02  2.30  0.00
C  -0.17  1.36  -0.88  -0.13
H  -1.14  -2.32  -0.97  0.54
C  -0.63  -1.48  -0.77  -0.21
H  -0.34  2.41  -1.05  0.40
H  0.27  0.92  -2.91  0.50
C  -1.09  -0.66  0.41  -0.01

Computed properties:
Net charge: 0
E_LUMO: -0.262 eV
Relative energy (zero: lowest compared OMol25 entry of this formula, charge and spin): 737.8 kJ/mol

***

The following is a quantum chemistry calculation of the molecule C7H10, from OMol25.

Each line ends with the Mulliken charge.
CARTESIAN COORDINATES (ANGSTROEM)
H  2.78  0.21  1.67  0.29
H  -0.33  0.92  1.82  0.22
H  -2.06  0.62  -1.71  0.22
H  -2.28  1.49  -0.13  0.26
H  0.34  -1.35  -1.51  0.39
C  -1.85  0.64  -0.65  -0.60
H  1.53  -1.64  0.67  0.28
C  -1.73  -0.66  0.11  -0.89
H  1.05  0.28  -1.70  0.24
C  2.27  0.34  0.72  -0.73
C  -0.51  0.17  -0.17  0.94
C  0.12  1.10  0.82  -0.75
H  2.44  1.27  0.20  0.32
C  0.63  -0.43  -0.98  -0.57
C  1.58  -0.68  0.16  -0.13
H  -1.87  -1.58  -0.45  0.25
H  -2.11  -0.69  1.13  0.25

Computed properties:
Net charge: 0
E_LUMO: 0.381 eV
Relative energy (zero: lowest compared OMol25 entry of this formula, charge and spin): 537.8 kJ/mol

***

The following is a quantum chemistry calculation of C38H62GeHgN5O4PS as an isolated structure, from OMol25.

Each line ends with the Mulliken charge.
CARTESIAN COORDINATES (ANGSTROEM)
H  -1.86  -3.12  -2.26  0.49
C  0.40  5.26  0.22  -1.83
C  -0.54  4.13  -0.22  1.58
N  -2.12  -2.97  0.26  0.36
H  -4.89  0.97  2.25  0.52
C  4.42  -3.04  0.94  -0.56
H  1.72  -4.82  -0.63  0.74
H  -4.15  0.74  -1.25  0.28
H  0.83  -6.50  4.52  0.42
H  2.23  -2.06  -4.90  0.35
H  -2.30  5.27  0.36  0.52
H  1.46  -0.40  4.38  0.41
H  0.13  -7.44  2.35  0.46
C  -0.75  4.24  -1.73  -1.44
O  2.28  1.39  0.27  0.32
C  3.34  -2.67  0.21  -1.02
H  -2.58  -3.87  0.28  0.35
H  0.03  6.22  -0.14  0.49
H  -3.02  2.18  -3.70  0.26
O  0.01  2.84  0.07  0.09
H  -0.41  -5.96  0.47  0.49
O  -2.09  0.95  -1.49  0.19
H  -1.46  2.51  3.14  0.11
C  -1.08  -0.19  3.74  -1.55
C  1.17  0.66  4.39  -1.75
C  -2.88  -1.92  0.79  -0.21
C  0.38  -3.62  2.81  0.15
H  0.74  -5.45  -4.75  0.47
H  -2.02  1.72  -0.91  -0.64
H  0.92  0.93  5.42  0.54
H  -1.13  2.19  4.85  0.57
H  -1.21  5.20  -1.97  0.45
C  0.51  -5.00  -3.79  -0.63
H  2.41  -0.86  2.72  -0.05
H  0.47  5.30  1.30  0.47
C  -3.01  0.24  1.52  -1.24
H  -4.69  -3.11  0.89  0.55
H  -0.75  0.10  -4.80  0.37
H  1.24  -0.23  -6.13  0.39
H  1.56  -2.33  -2.51  -0.74
H  2.18  0.35  -4.91  0.39
H  0.07  3.05  3.87  0.45
C  2.90  -1.54  2.05  -0.53
O  0.37  0.95  2.11  0.01
N  0.45  -0.55  -2.39  1.04
C  3.37  2.62  -1.57  -1.29
C  -4.35  0.13  1.83  -1.20
H  -6.02  -1.23  1.84  0.46
C  0.01  -4.15  1.57  0.83
H  0.45  -2.55  2.92  -0.43
H  0.14  1.62  -5.03  0.42
C  0.35  0.76  -3.05  1.50
H  0.21  4.18  -2.25  0.25
C  0.16  0.64  -4.55  -1.25
C  0.20  -6.37  2.47  -0.78
C  -4.24  -2.14  1.07  -0.87
N  2.47  -1.82  0.85  0.89
H  -1.40  3.44  -2.09  -0.02
H  2.54  3.31  -1.48  0.04
C  1.06  -4.65  -1.47  -0.66
H  5.25  -3.68  0.65  0.48
H  -0.48  1.30  -2.62  -0.93
S  4.37  -2.30  2.48  -0.16
H  -1.74  4.10  1.57  0.24
H  4.72  0.14  0.39  0.26
N  1.32  -0.15  -5.12  0.13
H  -1.10  -0.45  4.79  0.53
H  -1.34  -4.13  -4.46  0.53
C  1.53  -1.34  -2.97  0.60
H  5.27  2.95  0.37  0.51
H  -2.47  1.16  1.69  0.92
C  0.66  -4.47  3.87  -0.96
C  -0.65  -4.25  -3.63  -0.82
C  3.54  1.83  -0.27  1.21
H  3.74  3.67  0.88  0.43
H  3.88  -0.12  -1.14  -0.17
H  2.01  1.27  4.07  0.26
C  4.42  0.61  -0.54  -1.11
C  -3.41  0.84  -2.04  -0.15
C  4.27  2.73  0.74  -1.84
C  -3.77  2.02  -2.93  -1.36
Ge  1.31  2.57  1.41  -0.15
H  -3.41  -0.08  -2.62  0.29
H  1.25  1.32  -2.83  -0.50
C  -4.97  -1.10  1.60  -0.87
H  4.28  3.18  -1.79  0.51
C  -1.88  4.27  0.50  -1.61
P  -0.42  -2.99  0.25  1.35
C  -0.95  -3.69  -2.39  -0.95
H  0.47  -2.04  -4.73  0.50
H  2.25  -5.81  -2.82  0.47
H  3.20  1.93  -2.40  0.07
C  -0.09  -5.53  1.41  -0.75
H  -2.07  0.13  3.45  0.33
C  0.59  -5.84  3.70  -0.76
H  5.32  0.92  -1.08  0.51
H  -0.84  -1.08  3.16  0.05
Hg  0.25  -0.40  0.31  3.30
H  -4.73  1.83  -3.41  0.48
C  -0.05  0.91  3.49  1.50
H  -3.86  2.94  -2.34  0.30
C  -0.09  -3.88  -1.31  0.20
H  2.47  -0.84  -2.75  0.14
N  -2.28  -0.76  1.01  1.00
C  1.39  -1.51  -4.48  -1.18
H  3.14  -2.97  -0.81  0.38
H  0.93  -4.05  4.84  0.50
H  4.35  2.23  1.70  0.35
C  1.36  -5.20  -2.71  -0.76
C  -0.68  2.26  3.86  -1.71
H  1.40  5.10  -0.19  0.32
H  -2.61  3.55  0.12  0.12
H  -0.44  -1.04  -2.47  -0.01

Computed properties:
Net charge: +2
E_LUMO: -5.122 eV
Relative energy (zero: lowest compared OMol25 entry of this formula, charge and spin): 29.7 kJ/mol

***

The following is a quantum chemistry calculation of a 3-piece molecular cluster, C4H8O3 overall, from OMol25.

Each line ends with the Mulliken charge.
CARTESIAN COORDINATES (ANGSTROEM)
C  2.46  -1.61  1.10  0.16
O  0.76  1.19  1.33  -0.68
H  -0.39  -0.93  -0.44  0.36
C  -2.30  0.55  -1.41  -1.10
O  1.54  -1.74  0.32  -0.53
H  1.98  0.11  1.67  0.48
H  -2.59  1.59  -1.51  0.36
H  -1.16  0.55  -1.55  0.45
C  -0.09  0.10  -0.59  -0.67
O  2.70  -0.56  1.85  -0.45
C  -0.07  1.11  0.41  0.30
H  3.22  -2.39  1.27  0.35
H  -0.77  1.94  0.26  0.31
H  -2.65  0.14  -0.46  0.32
H  -2.66  -0.06  -2.24  0.33

Computed properties:
Net charge: 0
E_LUMO: -0.483 eV
Relative energy (zero: lowest compared OMol25 entry of this formula, charge and spin): 463.7 kJ/mol

***

| no. | E_HOMO (eV) | maximum force (hartree/bohr) | frontier orbital gap (eV) |
| --- | --- | --- | --- |
| 1 | -2.93 | 0.054 | 4.42 |
| 2 | -7.94 | 0.074 | 7.68 |
| 3 | -7.70 | 0.005 | 8.08 |
| 4 | -11.95 | 0.015 | 6.83 |
| 5 | -9.35 | 0.010 | 8.87 |